CH6ClNSi | the ωB97M-V functional and the def2-TZVPD basis

Summary:
Molecular weight   95.60 g mol⁻¹
Electronic energy   -23022.844 eV
Frontier orbital gap (spin up / spin down)   7.94 / 7.52 eV
E_HOMO (spin up / spin down)   -7.8 / -7.3 eV

XYZ file:
```
10
Properties=species:S:1:pos:R:3:mulliken_charge:R:1
C -1.40 -1.45 0.07 -1.051
N 0.63 1.80 0.45 -0.437
Si 0.97 0.28 -0.40 0.404
Cl 2.72 -0.79 0.18 -0.241
H -0.79 -1.71 0.96 0.296
H -2.07 -0.66 0.34 0.289
H -1.50 -1.97 -0.87 0.315
H 0.22 1.85 1.29 0.235
H 0.53 2.54 -0.11 0.229
H 0.68 0.12 -1.92 -0.039
```

CH6F3PSi2 | the ωB97M-V functional and the def2-TZVPD basis

Summary:
Molecular weight   162.20 g mol⁻¹
Electronic energy   -34331.064 eV
Frontier orbital gap   9.57 eV
Structure (SMILES)   FP(F)(F)=C([SiH3])[SiH3]
E_HOMO   -9.4 eV

XYZ file:
```
13
Properties=species:S:1:pos:R:3:mulliken_charge:R:1
F -2.47 1.17 -0.98 -0.269
P -1.74 0.08 -0.01 0.738
F -2.83 -1.00 -0.20 -0.192
F -2.41 0.80 1.30 -0.281
C -0.13 -0.09 0.15 -0.129
Si 0.84 -1.63 -0.17 0.252
Si 1.21 1.58 0.13 0.366
H -0.01 -2.74 -1.00 -0.112
H 1.22 -2.38 1.15 -0.080
H 2.26 -1.42 -0.76 -0.105
H 1.80 1.70 -1.20 -0.055
H 2.09 1.25 1.22 -0.053
H 0.16 2.70 0.36 -0.081
```

CH6F3PSi2 | the ωB97M-V functional and the def2-TZVPD basis

Summary:
Molecular weight   162.20 g mol⁻¹
Electronic energy   -34330.902 eV
Frontier orbital gap   10.06 eV
E_HOMO   -9.6 eV

XYZ file:
```
13
Properties=species:S:1:pos:R:3:mulliken_charge:R:1
C 0.17 -0.13 -0.10 -0.008
F -2.07 1.31 -0.64 -0.245
F -2.32 -1.10 -0.91 -0.247
F -2.65 -0.06 1.08 -0.290
Si 0.96 -1.82 -0.14 0.313
Si 0.87 1.74 0.22 0.427
P -1.45 -0.04 -0.08 0.623
H 2.34 -1.48 0.43 -0.094
H 0.97 -2.10 -1.69 -0.049
H 0.13 -2.73 0.58 -0.108
H 1.11 2.57 -0.90 -0.101
H 1.93 1.22 0.88 -0.158
H 0.00 2.63 1.27 -0.065
```

CH6N | the ωB97M-V functional and the def2-TZVPD basis

Summary:
Molecular weight   32.07 g mol⁻¹
Electronic energy   -2610.373 eV
Frontier orbital gap   6.74 eV
Charge   +1
E_HOMO   -18.2 eV

XYZ file:
```
8
Properties=species:S:1:pos:R:3:mulliken_charge:R:1
C -1.21 0.17 -0.39 -0.681
N 1.59 -0.37 0.45 -0.105
H -0.39 0.06 0.42 0.171
H -1.40 -0.84 -0.76 0.302
H -0.85 0.78 -1.20 0.307
H 2.37 -0.03 -0.16 0.350
H 1.95 -0.25 1.42 0.351
H -2.06 0.48 0.22 0.304
```

CH6N2 | the ωB97M-V functional and the def2-TZVPD basis

Summary:
Molecular weight   46.07 g mol⁻¹
Electronic energy   -4113.429 eV
Frontier orbital gap   10.50 eV
Structure (SMILES)   C=N.N
E_HOMO   -9.5 eV

XYZ file:
```
9
Properties=species:S:1:pos:R:3:mulliken_charge:R:1
C 2.54 -1.97 0.20 -0.232
N 3.51 -1.17 0.27 -0.465
H 2.57 -2.86 0.82 0.243
H 1.64 -1.85 -0.41 0.214
H 3.42 -0.33 -0.32 0.239
N -3.47 2.05 -0.14 -0.518
H -3.61 1.07 -0.14 0.171
H -3.03 2.45 -0.95 0.176
H -3.57 2.59 0.68 0.171
```

CH6N2 | the ωB97M-V functional and the def2-TZVPD basis

Summary:
Molecular weight   46.07 g mol⁻¹
Electronic energy   -4112.724 eV
Frontier orbital gap   9.72 eV
Structure (SMILES)   CNN
E_HOMO   -8.5 eV

XYZ file:
```
9
Properties=species:S:1:pos:R:3:mulliken_charge:R:1
C -1.08 -0.10 0.09 -0.717
N 0.19 0.46 -0.03 -0.176
N 1.27 -0.42 0.17 -0.567
H -1.06 -1.04 0.54 0.329
H -1.58 0.58 0.86 0.210
H -1.80 -0.13 -0.72 0.256
H 0.36 1.11 -0.81 0.207
H 1.96 0.19 0.66 0.249
H 1.75 -0.64 -0.76 0.209
```

CH6N2O | the ωB97M-V functional and the def2-TZVPD basis

Summary:
Molecular weight   62.07 g mol⁻¹
Electronic energy   -6158.317 eV
Frontier orbital gap   9.93 eV
E_HOMO   -9.2 eV

XYZ file:
```
10
Properties=species:S:1:pos:R:3:mulliken_charge:R:1
N -0.51 0.11 0.22 -0.284
O -1.61 0.61 -0.46 -0.392
H -1.52 1.59 -0.55 0.321
H -0.62 0.17 1.24 0.203
H -0.88 -1.79 -0.25 -0.024
C 0.81 0.31 -0.30 0.132
N 1.84 0.37 0.46 -0.607
H 1.75 0.30 1.48 0.211
H 0.94 0.46 -1.36 0.408
H -0.21 -2.14 -0.48 0.032
```

CH6N2O | the ωB97M-V functional and the def2-TZVPD basis

Summary:
Molecular weight   62.07 g mol⁻¹
Electronic energy   -6159.126 eV
Frontier orbital gap   9.59 eV
E_HOMO   -8.9 eV

XYZ file:
```
10
Properties=species:S:1:pos:R:3:mulliken_charge:R:1
C 0.42 -0.47 0.62 -0.323
N -0.68 0.89 -0.85 -0.467
N -0.23 -0.45 -0.70 -0.390
O 1.68 0.20 0.54 -0.490
H -0.16 -0.07 1.49 0.307
H 0.72 -1.61 0.91 0.236
H -1.64 0.94 -1.15 0.252
H -0.63 1.32 0.06 0.253
H -1.22 -1.26 -0.58 0.273
H 1.73 0.51 -0.33 0.350
```